No. 1
ORCA calculation (ωB97M-V/def2-TZVPD) on a molecular structure, C23H18AuF6N3O3S in a non-equilibrium geometry.

Element x y z (Å)
Au: 1.700 -3.975 1.559
F: -2.825 1.173 0.602
C: -1.582 1.099 0.084
C: -0.810 0.045 0.452
C: 0.510 -0.072 -0.003
C: 1.339 -1.192 0.403
O: 0.775 -2.095 1.114
C: 2.682 -1.153 -0.013
C: 3.093 -0.147 -0.846
N: 2.309 0.838 -1.301
C: 2.855 1.809 -2.240
C: 3.703 1.309 -3.365
C: 2.325 1.824 -3.644
C: 0.998 0.923 -0.854
C: 0.179 1.995 -1.235
C: -1.126 2.125 -0.781
N: -1.935 3.197 -1.151
C: -1.401 4.419 -1.723
C: -2.049 4.688 -3.073
N: -3.561 4.554 -2.953
C: -4.015 4.451 -1.522
C: -3.374 3.244 -0.857
C: 3.772 -2.122 0.398
O: 4.887 -1.957 -0.028
O: 3.456 -3.083 1.225
H: -1.216 -0.693 1.131
H: 4.130 -0.137 -1.155
H: 3.120 2.750 -1.776
H: 3.853 0.240 -3.445
H: 4.560 1.901 -3.650
H: 1.565 1.097 -3.903
H: 2.219 2.784 -4.131
H: 0.606 2.724 -1.904
H: -0.331 4.355 -1.880
H: -1.554 5.262 -1.045
H: -1.719 3.960 -3.810
H: -1.816 5.688 -3.434
H: -3.872 3.723 -3.455
H: -4.020 5.347 -3.403
H: -5.097 4.349 -1.508
H: -3.757 5.387 -1.036
H: -3.854 2.335 -1.219
H: -3.586 3.319 0.209
F: -0.386 -7.104 7.520
C: -0.247 -6.743 6.274
C: 0.481 -5.586 5.972
F: 1.007 -4.876 6.950
C: 0.632 -5.203 4.668
F: 1.323 -4.100 4.422
C: 0.072 -5.959 3.608
S: 0.216 -5.648 1.942
C: -0.672 -7.120 3.961
F: -1.222 -7.843 3.010
C: -0.826 -7.510 5.264
F: -1.510 -8.594 5.573

As for the charge: +2. The calculation puts the energy above the lowest of the compared OMol25 structures with the same formula, charge and spin at 0.293 eV. For the LUMO energy, the calculation gives -8.68 eV. The value obtained for the HOMO-LUMO gap is 4.93 eV.

---

No. 2
ORCA calculation (ωB97M-V/def2-TZVPD) on a molecular structure, C23H18AuN3O4S4.

Element x y z (Å)
Au: -0.340 1.128 -1.634
O: 4.559 5.834 -1.310
C: 3.699 5.024 -1.479
S: 1.966 5.414 -1.505
C: 1.381 3.788 -1.750
C: 2.341 2.784 -1.802
S: 2.018 1.141 -2.068
S: 4.005 3.274 -1.627
S: -0.283 3.569 -1.968
C: -3.075 0.989 5.961
O: -2.044 0.933 4.991
C: -2.389 0.965 3.685
C: -3.730 1.052 3.239
C: -3.979 1.091 1.901
C: -2.966 1.043 0.906
C: -3.313 1.123 -0.479
C: -4.759 1.164 -0.935
O: -2.522 1.160 -1.454
C: -1.589 0.926 1.366
O: -0.564 0.822 0.622
C: -1.370 0.910 2.774
H: -2.576 0.954 6.925
H: -3.754 0.137 5.876
H: -3.648 1.916 5.886
H: -4.552 1.092 3.939
H: -5.012 1.175 1.601
H: -5.501 1.177 -0.148
H: -4.923 0.293 -1.571
H: -4.879 2.044 -1.567
H: -0.344 0.841 3.109
C: -1.239 -3.168 -0.664
C: -1.338 -1.824 -0.968
N: -0.421 -1.196 -1.704
C: 0.625 -1.877 -2.149
C: 0.835 -3.221 -1.863
C: -0.139 -3.877 -1.121
C: 2.023 -3.929 -2.368
C: 3.296 -3.531 -2.298
C: 3.838 -2.371 -1.567
C: 5.122 -1.908 -1.850
C: 5.588 -0.837 -1.106
N: 4.858 -0.259 -0.158
C: 3.646 -0.769 0.035
N: 3.105 -1.790 -0.612
H: -2.004 -3.644 -0.065
H: -2.169 -1.232 -0.612
H: 1.350 -1.334 -2.741
H: -0.014 -4.925 -0.877
H: 1.806 -4.861 -2.881
H: 4.046 -4.126 -2.808
H: 5.719 -2.365 -2.627
H: 6.577 -0.423 -1.267
H: 3.029 -0.293 0.790

As for the charge: 0. Its multiplicity is 3. The calculation puts the energy above the lowest of the compared OMol25 structures with the same formula, charge and spin at 0.000 eV. For the LUMO energy (spin up / spin down), the calculation gives -0.40 / -2.10 eV. The value obtained for the HOMO-LUMO gap (spin up / spin down) is 7.18 / 5.48 eV.

---

No. 3
ORCA calculation (ωB97M-V/def2-TZVPD) on a molecular structure, C23H18Cl4N3O7S3SbZr in a non-equilibrium geometry.

Element x y z (Å)
Zr: 0.380 0.571 -1.150
Cl: -4.858 4.371 0.799
C: -3.326 3.894 0.161
C: -2.625 4.733 -0.693
Cl: -3.273 6.276 -1.126
C: -1.400 4.325 -1.228
Cl: -0.524 5.319 -2.338
C: -0.875 3.083 -0.917
O: 0.245 2.587 -1.452
C: -1.578 2.246 -0.028
O: -1.028 1.039 0.239
C: -2.791 2.645 0.495
Cl: -3.641 1.545 1.526
S: 3.967 0.586 -4.882
Sb: 2.748 1.703 -3.422
S: 2.932 0.036 -1.350
S: 2.369 1.154 0.344
O: 0.681 1.281 -4.215
C: -0.256 0.644 -3.585
O: 0.105 -0.456 -2.881
C: -1.587 1.099 -3.441
C: -1.958 2.392 -3.915
C: -3.208 2.894 -3.668
C: -4.134 2.112 -2.973
C: -3.842 0.810 -2.571
C: -2.592 0.302 -2.819
N: -5.448 2.661 -2.681
O: -6.205 1.991 -1.993
O: -5.669 3.818 -3.009
H: -1.214 2.999 -4.411
H: -3.480 3.894 -3.975
H: -4.599 0.222 -2.074
H: -2.361 -0.721 -2.545
C: 4.458 -1.274 2.262
C: 3.219 -1.438 3.123
N: 2.848 -2.842 3.309
C: 3.760 -3.665 4.098
C: 4.575 -4.633 3.257
C: 1.696 -3.436 2.923
O: 1.421 -4.577 3.273
C: 0.704 -2.737 2.028
C: -0.648 -2.891 2.332
C: -1.601 -2.400 1.462
C: -1.162 -1.798 0.298
N: 0.123 -1.612 -0.007
C: 1.037 -2.078 0.858
H: 4.661 -0.217 2.100
H: 4.320 -1.738 1.284
H: 5.336 -1.725 2.726
H: 2.386 -0.891 2.694
H: 3.389 -1.009 4.116
H: 3.168 -4.218 4.830
H: 4.409 -2.975 4.641
H: 3.922 -5.369 2.790
H: 5.296 -5.165 3.880
H: 5.125 -4.112 2.474
H: -0.925 -3.408 3.240
H: -2.659 -2.487 1.657
H: -1.880 -1.445 -0.435
H: 2.069 -1.916 0.566

As for the charge: -1. Its multiplicity is 2. The calculation puts the energy above the lowest of the compared OMol25 structures with the same formula, charge and spin at 1.713 eV. For the LUMO energy (spin up / spin down), the calculation gives 1.66 / 1.29 eV. The value obtained for the HOMO-LUMO gap (spin up / spin down) is 5.46 / 6.81 eV.

---

No. 4
ORCA calculation (ωB97M-V/def2-TZVPD) on 3 unconnected molecules or ions with the total composition C23H18ClF16O7P in a non-equilibrium geometry.

Element x y z (Å)
O: -8.971 0.934 1.665
C: -8.179 0.734 2.544
C: -8.634 0.193 3.832
C: -7.767 -0.413 4.635
C: -6.352 -0.586 4.265
O: -5.722 -1.460 4.798
C: -5.820 0.323 3.196
C: -4.435 0.524 3.041
C: -3.390 -0.109 3.914
C: -2.959 0.902 4.967
C: -4.181 1.508 5.823
O: -2.988 0.540 6.227
C: -4.043 1.408 2.029
Cl: -2.346 1.743 1.765
C: -4.936 2.073 1.200
C: -6.303 1.876 1.362
P: -7.428 2.824 0.224
O: -8.350 3.644 1.310
O: -6.378 4.003 -0.247
C: -6.729 0.991 2.363
H: -9.680 0.283 4.071
H: -8.111 -0.851 5.557
H: -2.497 -0.362 3.350
H: -3.741 -0.961 4.471
H: -2.176 1.600 4.699
H: -4.370 1.758 6.868
H: -3.735 2.533 5.632
H: -4.566 2.746 0.446
H: -7.826 3.851 2.096
H: -6.153 4.586 0.491
F: 1.646 1.684 -1.616
C: 0.968 2.257 -0.602
F: 1.148 3.596 -0.687
C: 1.481 1.778 0.758
F: 2.756 2.178 0.945
F: 0.715 2.425 1.684
C: 1.357 0.280 1.080
O: 2.501 -0.534 0.900
C: 2.800 -1.099 -0.312
F: 1.796 -0.957 -1.196
F: 2.965 -2.422 -0.107
C: 4.125 -0.571 -0.869
F: 4.093 0.766 -1.012
F: 4.337 -1.119 -2.092
H: -0.099 2.040 -0.709
H: 1.182 0.243 2.154
H: 0.472 -0.159 0.617
H: 4.951 -0.837 -0.207
F: 9.162 -2.222 -5.080
C: 8.732 -2.169 -3.805
F: 9.585 -2.901 -3.049
C: 7.324 -2.750 -3.659
F: 7.336 -4.068 -3.949
F: 7.019 -2.636 -2.332
C: 6.179 -2.062 -4.420
O: 5.767 -2.632 -5.651
C: 6.384 -2.323 -6.835
F: 7.244 -1.296 -6.702
F: 5.420 -1.923 -7.693
C: 7.053 -3.547 -7.466
F: 7.964 -4.082 -6.632
F: 7.688 -3.165 -8.598
H: 8.759 -1.133 -3.456
H: 5.310 -2.181 -3.782
H: 6.339 -0.987 -4.505
H: 6.303 -4.303 -7.707

As for the charge: 0. For the LUMO energy, the calculation gives -1.51 eV. The value obtained for the HOMO-LUMO gap is 7.76 eV.

---

No. 5
ORCA calculation (ωB97M-V/def2-TZVPD) on a molecular structure, C23H18ErN4O7S in a non-equilibrium geometry.

Element x y z (Å)
Er: 1.063 1.955 0.491
N: 4.509 2.460 3.806
C: 3.440 2.240 2.979
S: 3.649 2.524 1.287
N: 2.384 1.767 3.668
N: 1.285 1.667 2.913
C: 0.292 1.001 3.494
C: -0.996 0.939 2.848
C: -2.073 0.317 3.481
C: -3.313 0.385 2.892
C: -3.470 1.069 1.678
C: -2.347 1.599 1.086
N: -1.130 1.532 1.631
H: 5.286 2.966 3.438
H: 4.327 2.485 4.793
H: 0.430 0.544 4.458
H: -1.914 -0.197 4.430
H: -4.166 -0.089 3.367
H: -4.436 1.158 1.187
H: -2.410 2.095 0.131
O: -0.342 0.417 -1.120
C: -0.001 -0.984 -0.879
C: 0.651 -0.999 0.543
O: 0.237 -1.748 1.410
O: 1.624 -0.109 0.624
C: -1.285 -1.823 -0.959
C: -2.530 -1.218 -0.985
C: -3.703 -1.983 -0.997
C: -3.633 -3.370 -0.983
C: -2.378 -3.987 -0.971
C: -1.219 -3.219 -0.964
C: 1.003 -1.428 -1.965
C: 0.544 -1.449 -3.289
C: 1.380 -1.819 -4.336
C: 2.696 -2.193 -4.073
C: 3.161 -2.188 -2.764
C: 2.325 -1.801 -1.713
H: 0.061 0.705 -1.932
H: -2.584 -0.139 -1.019
H: -4.671 -1.485 -1.018
H: -4.541 -3.968 -0.984
H: -2.306 -5.072 -0.967
H: -0.247 -3.712 -0.948
H: -0.491 -1.179 -3.497
H: 1.004 -1.821 -5.356
H: 3.355 -2.484 -4.887
H: 4.188 -2.470 -2.551
H: 2.714 -1.778 -0.701
O: 0.758 4.189 -2.894
C: 0.936 3.767 -1.804
O: 1.391 2.541 -1.486
C: 0.590 4.652 -0.531
O: 0.475 5.826 -0.639
O: 0.429 3.914 0.577

As for the charge: -1. Its multiplicity is 4. The calculation puts the energy above the lowest of the compared OMol25 structures with the same formula, charge and spin at 0.981 eV. For the LUMO energy, the calculation gives 2.02 eV. The value obtained for the HOMO-LUMO gap is 7.14 eV.

---

No. 6
ORCA calculation (ωB97M-V/def2-TZVPD) on 2 unconnected molecules or ions with the total composition C23H18N2O7S in a non-equilibrium geometry.

Element x y z (Å)
C: -5.913 1.236 1.061
C: -4.365 1.822 1.022
C: -3.413 0.657 0.353
O: -2.485 0.200 1.415
C: -1.117 0.629 1.067
C: -0.786 2.247 0.884
C: 0.736 2.690 0.456
C: 1.847 1.491 0.226
C: 1.540 -0.107 0.432
C: 0.027 -0.567 0.867
C: 2.821 -1.154 0.198
O: 2.690 -2.358 -0.404
C: 4.290 -0.562 0.736
C: 5.428 -1.460 1.502
O: 5.142 -2.907 1.774
C: 4.315 -2.942 3.026
N: 3.534 -2.693 4.057
C: 6.845 -0.730 1.997
C: 7.146 0.891 1.726
N: 8.410 1.608 2.148
C: 8.172 2.282 3.352
S: 8.155 2.541 5.066
C: 5.993 1.773 0.959
C: 4.603 1.035 0.493
C: 3.393 1.919 -0.246
O: 3.607 2.913 -1.113
H: -6.074 0.813 2.150
H: -6.094 0.346 0.293
H: -6.638 2.116 0.782
H: -4.005 1.966 2.145
H: -4.277 2.875 0.504
H: -2.875 1.098 -0.593
H: -4.030 -0.290 -0.019
H: -1.592 3.102 1.018
H: 1.038 3.831 0.318
H: -0.245 -1.711 1.031
H: 7.654 -1.371 2.577
H: 6.077 2.936 0.739
C: -3.486 -2.256 -5.012
C: -3.483 -1.682 -3.610
C: -3.462 -2.725 -2.533
O: -4.085 -2.058 -1.451
C: -4.926 -1.131 -2.001
O: -5.771 -0.510 -1.381
O: -4.696 -0.996 -3.343
H: -3.603 -1.456 -5.751
H: -2.558 -2.795 -5.221
H: -4.330 -2.940 -5.157
H: -2.659 -0.967 -3.496
H: -2.446 -3.030 -2.268
H: -4.051 -3.617 -2.777

As for the charge: 0. For the LUMO energy, the calculation gives -1.93 eV. The value obtained for the HOMO-LUMO gap is 6.91 eV.

---

What is the formula in the fifth record? C23H18ErN4O7S

---

What is the charge in the second record? 0

---

Which formula does entry 5 have? C23H18ErN4O7S